*a*
The following is a quantum chemistry calculation of a cluster of 3 separate species, C3H11N2O2 in total, from the Open Molecules 2025 dataset.

The geometry in ORCA input format:
```
! RIJCOSX wB97M-V def2-TZVPD def2/J DEFGRID3
* xyz 1 1
N 1.467 -2.128 -1.100
C -1.085 -0.318 0.968
C -2.052 0.197 1.852
C 0.071 0.508 0.565
N -0.247 1.820 0.247
O 1.201 0.103 0.589
H 2.082 -2.873 -1.387
H 0.631 -2.501 -0.671
H 1.898 -1.500 -0.463
H -1.259 -1.367 0.718
H -2.352 1.240 1.813
H -2.833 -0.535 2.032
H -1.519 0.131 2.847
H 0.630 2.321 0.295
H -0.559 1.848 -0.727
H 0.675 -0.524 -1.987
H 0.408 0.418 -3.164
O 0.299 0.356 -2.208
*
```

=====

*b*
The following is a quantum chemistry calculation of a cluster of 2 separate species, C3H11N2O2 in total, from the Open Molecules 2025 dataset.

The geometry in ORCA input format:
```
! RIJCOSX wB97M-V def2-TZVPD def2/J DEFGRID3
* xyz 1 1
C -0.220 -0.936 -0.070
C -1.161 0.212 -0.008
C -1.424 0.571 1.435
N -1.303 1.862 1.902
O -1.620 -0.350 2.164
N 0.479 -1.103 -1.317
H -0.950 -1.816 0.115
H 0.516 -0.714 0.818
H -0.660 1.071 -0.579
H -2.076 -0.109 -0.546
H -1.158 2.618 1.241
H -1.694 2.176 2.648
H 1.431 -1.562 -1.246
H 0.668 -0.222 -1.772
H 0.049 -1.733 -2.042
H 2.772 0.256 -0.174
H 3.623 -0.083 -1.521
O 2.727 -0.139 -1.048
*
```

=====

Quick one: least stable of them? *a*

=====

*a*
The following is a quantum chemistry calculation of a cluster of 2 separate species, C4H7NO3 in total, from the Open Molecules 2025 dataset.

The geometry in ORCA input format:
```
! RIJCOSX wB97M-V def2-TZVPD def2/J DEFGRID3
* xyz 0 1
C -0.754 -1.156 0.731
C -0.494 0.347 0.657
O -1.504 1.083 1.279
O 0.716 0.713 1.241
H -1.208 1.286 2.179
H -0.655 -1.488 1.764
H -0.036 -1.684 0.116
H -1.760 -1.367 0.375
C -0.543 0.858 -0.841
C 1.978 -0.316 -1.883
N 2.350 -0.239 -0.801
O -0.949 0.225 -1.777
H 1.470 0.327 0.742
H -0.341 1.943 -0.892
H 1.729 -0.530 -2.889
*
```

Values from the calculation:
SMILES: CC(O)(O)C=O.C#N

=====

*b*
The following is a quantum chemistry calculation of the molecule C4H7NO3, from the Open Molecules 2025 dataset.

The geometry in ORCA input format:
```
! RIJCOSX wB97M-V def2-TZVPD def2/J DEFGRID3
* xyz 0 1
C -2.039 -1.044 -0.124
C -0.140 0.184 0.434
C 1.962 -0.376 -0.385
C 0.952 0.838 -0.380
H -1.606 -2.110 0.042
H -2.394 -0.548 0.886
H -3.052 -1.134 -0.806
H -0.694 0.818 1.214
H 2.980 -0.326 -0.852
H 0.628 1.012 -1.436
H 0.881 2.842 0.010
N 1.635 -1.236 0.522
O -1.074 -0.234 -0.585
O 0.416 -0.747 1.299
O 1.546 2.059 0.162
*
```

Values from the calculation:
SMILES: CO[C@H]1ON=C[C@@H]1O

=====

Quick one: least stable of them? *b*

=====

*a*
The following is a quantum chemistry calculation of a cluster of 2 separate species, C4H7NO3 in total, from the Open Molecules 2025 dataset.

The geometry in ORCA input format:
```
! RIJCOSX wB97M-V def2-TZVPD def2/J DEFGRID3
* xyz 0 1
C -0.202 1.168 -1.784
N -0.104 0.389 -0.558
C 0.244 0.760 0.527
C 0.318 -1.864 1.536
C -0.809 -1.547 2.137
O 0.907 2.007 -1.879
O -0.266 0.380 -2.883
O 0.577 1.101 1.578
H 0.602 -0.028 -3.030
H 0.864 2.729 -1.244
H 0.333 -2.339 0.569
H -1.152 1.729 -1.749
H 1.278 -1.673 1.986
H -1.769 -1.741 1.689
H -0.824 -1.072 3.105
*
```

Values from the calculation:
SMILES: O=C=NC(O)O.C=C

=====

*b*
The following is a quantum chemistry calculation of the molecule C4H7NO3, from the Open Molecules 2025 dataset.

The geometry in ORCA input format:
```
! RIJCOSX wB97M-V def2-TZVPD def2/J DEFGRID3
* xyz 0 1
C 1.114 -0.296 -0.162
C -0.907 -1.089 -0.032
C -1.444 0.356 0.437
C -0.720 1.231 -0.433
H 4.026 -0.098 0.600
H -1.112 -1.679 1.065
H -1.806 -1.709 -0.493
H -2.625 0.153 0.064
H -1.403 0.642 1.415
H -1.004 2.223 -0.500
H -0.793 0.864 -1.399
N 2.301 -0.776 0.168
O 3.362 0.463 -0.102
O 0.282 -1.250 -0.594
O 0.728 0.966 -0.036
*
```

Values from the calculation:
SMILES: ON=C1OCCCO1

=====

Quick one: least stable of them? *b*

=====

*a*
The following is a quantum chemistry calculation of the molecule C5H5F, from the Open Molecules 2025 dataset.

The geometry in ORCA input format:
```
! RIJCOSX wB97M-V def2-TZVPD def2/J DEFGRID3
* xyz 0 1
C -0.580 -0.883 -0.342
C 1.163 0.680 0.663
C -0.810 0.463 -1.106
C 0.294 0.185 -0.196
C -0.820 0.301 -2.585
F 0.051 -0.509 -3.167
H -1.222 -1.119 0.375
H -0.431 -1.847 -0.942
H 1.605 1.696 0.443
H 1.541 0.138 1.528
H -1.554 1.215 -0.814
*
```

=====

*b*
The following is a quantum chemistry calculation of the molecule C5H5F, from the Open Molecules 2025 dataset.

The geometry in ORCA input format:
```
! RIJCOSX wB97M-V def2-TZVPD def2/J DEFGRID3
* xyz 0 1
C 1.926 -0.245 0.066
C 0.569 0.318 -0.033
C -0.583 -0.352 -0.146
C -1.880 0.157 0.111
C -3.074 0.335 0.014
H 2.573 -0.050 -0.812
H 2.424 0.161 0.938
H 1.957 -1.289 0.275
H -0.408 -1.362 -0.397
H -4.137 0.652 0.035
F 0.633 1.675 -0.053
*
```

Values from the calculation:
SMILES: C#C/C=C(/C)F

=====

Quick one: least stable of them? *a*

=====

*a*
The following is a quantum chemistry calculation of a structure of composition C6H14N2, from the Open Molecules 2025 dataset.

The geometry in ORCA input format:
```
! RIJCOSX wB97M-V def2-TZVPD def2/J DEFGRID3
* xyz 0 1
C 0.546 -1.154 -1.255
C 1.519 1.009 -0.316
C 0.260 -1.818 0.021
C -0.632 -0.330 1.007
C -2.118 -0.616 0.852
C 0.227 0.321 -0.804
N 1.201 2.189 0.466
N -0.681 0.918 -1.519
H -1.082 1.725 -1.041
H 2.017 2.575 0.920
H 0.772 2.906 -0.112
H -0.157 -1.397 -2.046
H 1.586 -1.244 -1.571
H 2.115 0.339 0.305
H 2.098 1.218 -1.227
H -0.533 -2.555 0.021
H 1.105 -2.003 0.676
H -0.486 0.729 1.235
H -0.245 -0.736 1.943
H -2.696 -0.048 1.585
H -2.463 -0.358 -0.149
H -2.354 -1.670 1.008
*
```

=====

*b*
The following is a quantum chemistry calculation of a structure of composition C6H14N2, from the Open Molecules 2025 dataset.

The geometry in ORCA input format:
```
! RIJCOSX wB97M-V def2-TZVPD def2/J DEFGRID3
* xyz 0 1
C -0.671 0.246 -1.801
C -0.398 -1.809 -0.537
C 2.037 0.102 -0.223
C -1.955 0.119 0.672
N -0.441 -0.343 -0.476
C 0.635 0.270 0.290
C 0.176 0.886 1.384
N 0.953 1.449 2.366
H 0.517 2.148 2.944
H 1.944 1.625 2.209
H -0.709 1.329 -1.693
H 0.123 -0.020 -2.505
H -1.619 -0.115 -2.206
H -0.253 -2.193 0.472
H -1.336 -2.192 -0.946
H 0.421 -2.158 -1.174
H 2.725 0.718 0.364
H 2.405 -0.930 -0.155
H 2.150 0.414 -1.269
H -2.014 -0.356 1.639
H -2.100 1.193 0.702
H -2.590 -0.384 -0.060
*
```

=====

Quick one: least stable of them? *b*

=====

*a*
The following is a quantum chemistry calculation of the molecule C2H4N2O, from the Open Molecules 2025 dataset.

The geometry in ORCA input format:
```
! RIJCOSX wB97M-V def2-TZVPD def2/J DEFGRID3
* xyz 0 1
C -0.937 -0.707 0.267
C 0.578 1.050 -0.496
N 0.468 -2.370 1.135
N -0.322 -1.641 0.744
O -0.291 -0.052 -0.813
H -1.904 -0.181 0.331
H -0.025 1.965 -0.125
H 1.175 1.111 -1.433
H 1.258 0.825 0.389
*
```

=====

*b*
The following is a quantum chemistry calculation of the molecule C2H4N2O, from the Open Molecules 2025 dataset.

The geometry in ORCA input format:
```
! RIJCOSX wB97M-V def2-TZVPD def2/J DEFGRID3
* xyz 0 1
C 0.138 0.281 -0.082
C -1.172 -0.510 -0.012
H 2.170 0.052 -0.012
H 1.422 -1.446 -0.216
H -0.742 2.035 -0.016
H -1.078 -1.627 0.329
N 1.297 -0.459 0.013
N 0.197 1.559 0.033
O -2.232 0.115 -0.036
*
```

Values from the calculation:
SMILES: [H]/N=C(/N)C=O

=====

Quick one: least stable of them? *a*